# 1
C21H35CsN5O2S2Si | ωB97M-V/def2-TZVPD

Last column: Löwdin spin population.
Positions of all 67 atoms, in Å:
Cs (1.0690, -1.2538, 0.6985)  0.010
C (3.7488, -6.6142, 3.3226)  0.002
C (3.9414, -5.9625, 1.9547)  0.004
N (2.7220, -5.5514, 1.3134)  0.024
C (1.9305, -4.5120, 1.8322)  0.061
S (2.7382, -3.2751, 2.7688)  0.029
N (0.6761, -4.6772, 1.5477)  -0.002
N (-0.1834, -3.6179, 1.7096)  0.230
C (-1.4635, -3.9176, 1.8260)  0.062
C (-1.9392, -5.3427, 1.9815)  0.004
C (-2.4222, -2.8670, 1.8241)  0.161
C (-3.8161, -3.1264, 1.9917)  0.036
C (-4.7277, -2.1117, 1.9873)  0.071
C (-4.2855, -0.7830, 1.8135)  0.132
C (-2.9180, -0.6076, 1.6569)  0.016
N (-1.9992, -1.5527, 1.6606)  0.136
H (4.7094, -6.8765, 3.7692)  0.000
H (3.1504, -7.5225, 3.2402)  0.000
H (3.2371, -5.9158, 3.9828)  0.000
H (4.4392, -6.6672, 1.2765)  0.000
H (4.5848, -5.0864, 2.0588)  0.000
H (2.1295, -6.3039, 0.9869)  0.002
H (-1.0854, -6.0134, 1.9109)  0.000
H (-2.6622, -5.6142, 1.2081)  0.001
H (-2.4277, -5.4974, 2.9477)  0.003
H (-4.1555, -4.1451, 2.1217)  0.002
H (-5.7839, -2.3305, 2.1145)  0.004
H (-4.9641, 0.0564, 1.7788)  0.013
H (-2.5390, 0.4023, 1.5066)  -0.003
C (2.5567, 1.9034, -2.6379)  0.000
S (2.5751, 1.0052, -1.0892)  0.000
C (4.3548, 0.8897, -0.8802)  0.000
O (2.1305, -0.3919, -1.3921)  0.000
H (3.0340, 2.8666, -2.4810)  0.000
H (1.4671, 2.0601, -2.9043)  0.000
H (3.0879, 1.3141, -3.3808)  0.000
H (4.7633, 1.8700, -0.6544)  0.000
H (4.7828, 0.4799, -1.7943)  0.000
H (4.5331, 0.2197, -0.0429)  0.000
O (2.7382, 2.8175, 1.8004)  0.000
N (1.9034, 3.5934, 1.1905)  0.000
C (0.5694, 3.5129, 1.4633)  0.000
C (-0.3400, 4.3158, 0.8184)  0.000
C (0.0897, 5.2342, -0.1359)  0.000
C (1.4470, 5.2978, -0.4158)  0.000
C (2.3312, 4.4779, 0.2484)  0.000
H (0.3152, 2.7554, 2.1887)  0.000
H (-1.3891, 4.1800, 1.0375)  0.000
H (-0.6197, 5.8361, -0.6824)  0.000
H (1.8346, 5.9660, -1.1722)  0.000
H (3.3972, 4.4581, 0.0831)  0.000
C (-3.0215, 1.9568, -4.0335)  0.000
Si (-2.0967, 3.1560, -2.8931)  0.000
C (-3.4458, 3.9054, -1.7537)  0.000
C (-1.6541, 4.6565, -3.9957)  0.000
C (-0.6468, 2.4186, -2.1534)  0.000
H (-3.8368, 2.4489, -4.5685)  0.000
H (-3.4399, 1.1243, -3.4702)  0.000
H (-2.3311, 1.5435, -4.7668)  0.000
H (-4.3088, 4.2920, -2.3053)  0.000
H (-3.0283, 4.7313, -1.1716)  0.000
H (-3.7982, 3.1557, -1.0443)  0.000
H (-2.5389, 5.1903, -4.3519)  0.000
H (-1.0791, 4.3226, -4.8586)  0.000
H (-1.0314, 5.3665, -3.4496)  0.000
H (-0.7481, 1.3728, -1.8358)  0.000
H (-0.2607, 2.9840, -1.3064)  0.000

Summary:
**E**: -63982.559 eV
**ΔE to the lowest compared entry with this formula, charge and spin**: 28.49 kcal/mol
**2S+1**: 2
**Gap between HOMO and LUMO (spin up / spin down)**: 2.44 / 4.70 eV
**Total charge**: -2



# 2
C10H7N5O | ωB97M-V/def2-TZVPD

Last column: Mulliken charge in e.
Positions of all 23 atoms, in Å:
N (2.6727, -5.5348, 2.4981)  -0.404
C (2.3582, -4.6722, 1.7709)  0.453
N (1.8934, -3.6336, 1.0375)  -0.813
N (0.8454, -3.0608, 1.3471)  1.071
O (0.2025, -3.1603, 2.3855)  -0.611
C (0.4426, -2.0737, 0.5269)  0.033
C (0.5401, -2.0190, -0.9196)  -0.313
N (-0.0516, -1.0110, -1.3864)  -0.872
N (-0.4806, -0.3335, -0.3336)  0.626
C (-0.8001, 1.0686, -0.4512)  0.858
C (-1.0730, 1.5437, -1.7144)  -0.575
C (-1.1054, 2.9642, -1.9440)  -0.253
C (-0.7897, 3.9639, -0.8706)  -0.587
C (-0.6388, 3.3827, 0.3301)  -0.504
C (-0.5524, 1.9904, 0.5525)  -0.422
C (-0.3105, -1.0288, 0.8672)  -0.307
H (0.9854, -2.7409, -1.5768)  0.484
H (-1.0105, 0.9450, -2.5118)  0.492
H (-1.2344, 3.2560, -3.0119)  0.314
H (-0.7003, 5.0088, -1.1453)  0.390
H (-0.5542, 4.1548, 1.1468)  0.267
H (-0.1335, 1.7056, 1.5038)  0.248
H (-0.5052, -0.7152, 1.8993)  0.425

Summary:
**E**: -19975.943 eV
**ΔE to the lowest compared entry with this formula, charge and spin**: 86.73 kcal/mol
**SMILES**: N#C/N=[N+](\[O-])c1cnn(-c2ccccc2)c1
**Gap between HOMO and LUMO**: 8.31 eV
**Total charge**: 0



# 3
C21H40Br2I2N2O7P2 | ωB97M-V/def2-TZVPD

Last column: Mulliken charge in e.
Positions of all 76 atoms, in Å:
C (-5.5328, 0.0446, 1.9357)  -1.199
C (-4.3541, -0.1970, 2.9073)  -0.344
O (-3.5060, -1.2372, 2.4267)  -0.321
C (-2.2498, -1.2111, 3.1017)  -1.347
C (-1.0316, -1.0860, 2.1510)  2.621
C (-0.9286, 0.1320, 1.1989)  -0.438
C (-2.1185, 0.3507, 0.2375)  -0.715
C (-2.2105, -0.6324, -0.9656)  -0.980
P (-0.9026, -0.4329, -2.2397)  0.727
O (-0.4589, -1.7643, -2.6884)  -0.824
O (-1.6163, 0.3082, -3.5464)  -0.244
C (-1.5430, -0.4836, -4.7564)  -0.096
C (-2.0742, 0.4414, -5.9056)  -1.136
O (0.2762, 0.5694, -1.7642)  -0.068
C (1.3558, 0.6650, -2.7404)  -0.445
C (1.5184, 2.1538, -3.1174)  -0.833
C (-0.9930, -2.4944, 1.4340)  -1.517
O (-1.7824, -3.3365, 1.4042)  -0.472
O (0.2483, -2.4544, 0.7928)  -0.011
C (1.2398, -2.0811, 1.8004)  0.366
C (2.3323, -1.3697, 0.9245)  0.036
C (2.3845, -2.0401, -0.4944)  -0.839
C (1.8309, -3.4717, 2.2123)  -1.657
I (1.0401, -5.3054, 1.3962)  0.094
C (2.8635, -3.5825, 3.0549)  0.276
C (3.5488, -2.3940, 3.7130)  -1.313
I (3.6862, -5.4840, 3.6293)  0.048
C (0.3819, -1.2657, 2.8469)  0.899
N (0.2112, -2.1305, 4.0683)  -0.593
P (1.1424, 0.3405, 3.5694)  -0.122
N (-0.2520, 1.1579, 4.2286)  -0.454
O (2.0709, -0.0291, 4.9159)  -0.479
H (-6.0614, -0.8938, 1.7118)  0.285
H (-5.1832, 0.4850, 0.9868)  0.216
H (-6.2104, 0.7946, 2.3810)  0.390
H (-4.7380, -0.4494, 3.9167)  0.431
H (-3.8101, 0.7699, 2.9613)  0.318
H (-2.2101, -2.1195, 3.7282)  0.439
H (-2.2037, -0.3678, 3.8233)  0.576
H (-0.8365, 1.0590, 1.7938)  0.341
H (0.0068, 0.0488, 0.6258)  -0.159
H (-1.9772, 1.3584, -0.2062)  0.669
H (-3.1004, 0.3827, 0.7235)  -0.330
H (-3.1576, -0.3959, -1.4893)  0.709
H (-2.2739, -1.6978, -0.7036)  0.425
H (-2.1741, -1.3708, -4.6127)  0.334
H (-0.5109, -0.7426, -5.0359)  0.253
H (-1.1900, 0.9821, -6.2851)  0.279
H (-2.5543, -0.1585, -6.6892)  0.345
H (-2.7451, 1.1815, -5.4447)  0.276
H (2.2721, 0.2775, -2.2642)  0.310
H (1.1437, 0.0048, -3.5961)  0.360
H (2.5285, 2.2935, -3.5278)  0.331
H (1.3471, 2.7383, -2.2001)  0.163
H (0.7238, 2.4034, -3.8415)  0.218
H (3.3540, -1.4561, 1.3161)  0.664
H (2.1345, -0.2868, 0.8147)  0.216
H (2.3909, -3.1354, -0.4341)  0.246
H (3.3707, -1.7465, -0.9131)  0.413
H (1.6323, -1.6337, -1.1761)  -0.099
H (3.3073, -1.4216, 3.2742)  0.242
H (4.6395, -2.5356, 3.5747)  0.487
H (3.3997, -2.3954, 4.8071)  0.384
H (-0.2242, -1.5293, 4.7726)  0.433
H (1.1083, -2.3846, 4.4779)  0.296
H (0.0620, 2.0403, 4.6245)  0.311
H (-0.6789, 0.5948, 4.9698)  0.238
H (1.4831, -0.4183, 5.5911)  0.363
Br (3.9737, 4.3099, -5.6333)  -0.137
C (2.6069, 5.6838, -5.4466)  -0.577
C (2.8820, 6.5781, -4.2664)  -0.587
Br (2.4196, 5.7043, -2.5896)  -0.114
H (1.6508, 5.1721, -5.3791)  0.353
H (2.6467, 6.2526, -6.3741)  0.356
H (2.2550, 7.4673, -4.3061)  0.340
H (3.9237, 6.8765, -4.1909)  0.373

Summary:
**E**: -214602.736 eV
**Gap between HOMO and LUMO**: 8.48 eV
**Total charge**: 0



The following molar mass values (in g/mol) correspond, in order, to the records above: 614.669; 213.200; 908.122.
The following strongest force on any atom values (in eV Å⁻¹) correspond, in order, to the records above: 2.51; 5.84; 4.98.